Record 1
Formula: C30H78BFN13O7P4S
Source: OMol25
Level of theory: ωB97M-V/def2-TZVPD

Its total charge is +1.

Last column: Löwdin charge in e.
Element x y z (Å)
C 5.20 -1.46 -0.48  -0.091
C 4.15 -1.14 -1.57  -0.207
C 3.06 -2.22 -1.72  -0.175
N 1.71 -1.65 -1.65  0.030
N 1.25 -1.49 -0.30  -0.037
C 0.94 -0.04 -0.01  -0.014
C -0.50 0.24 0.43  -0.280
C -1.47 0.44 -0.75  -0.180
C -2.93 0.34 -0.31  -0.419
S -3.51 -1.34 -0.67  1.027
C -5.15 -1.29 -0.10  -0.709
N -5.87 -0.29 0.26  0.070
N -7.11 -0.82 0.59  0.073
C -7.03 -2.08 0.39  -0.179
O -5.80 -2.47 -0.04  0.023
O -1.05 -0.70 1.38  -0.067
C -0.43 -1.93 1.44  -0.569
F -1.39 -2.85 1.78  0.059
P 0.77 -1.87 2.87  0.828
O 1.83 -2.90 2.87  -0.386
C 0.12 -2.40 0.08  -0.067
B 0.47 -3.98 -0.01  -0.471
C -0.62 -4.96 -0.58  0.028
O 1.69 -4.43 0.36  0.168
H 5.21 -2.51 -0.18  0.072
H 6.18 -1.22 -0.86  0.067
H 5.09 -0.84 0.41  0.064
H 4.69 -1.00 -2.50  0.106
H 3.67 -0.19 -1.32  0.095
H 3.18 -2.70 -2.69  0.133
H 3.23 -3.00 -0.97  0.103
H 1.03 -2.12 -2.23  0.144
H 2.04 -1.76 0.30  0.173
H 1.12 0.52 -0.92  0.143
H 1.62 0.30 0.77  0.126
H -0.48 1.20 0.94  0.147
H -1.24 -0.19 -1.61  0.109
H -1.33 1.48 -1.05  0.134
H -3.06 0.58 0.74  0.077
H -3.55 1.03 -0.87  0.095
H -7.79 -2.82 0.55  0.137
H 1.33 -0.58 2.78  0.036
H -0.04 -1.86 4.03  0.049
H -0.68 -2.22 -0.64  0.134
H -1.45 -4.99 0.14  0.085
H -0.20 -5.95 -0.71  0.075
H -1.03 -4.56 -1.51  0.067
H 1.61 -5.35 0.66  0.133
O -2.06 3.90 2.63  -0.305
P -3.20 3.48 3.52  0.702
N -3.56 4.92 4.38  -0.340
C -2.59 5.49 5.30  -0.112
C -4.12 5.94 3.50  -0.129
N -2.38 2.27 4.44  -0.304
C -2.21 2.29 5.88  -0.131
C -1.21 1.70 3.80  -0.155
N -4.75 2.73 3.89  -0.297
C -5.47 2.27 2.68  -0.132
C -5.71 3.29 4.83  -0.132
H -3.03 6.36 5.79  0.084
H -1.66 5.79 4.81  0.090
H -2.36 4.80 6.11  0.051
H -5.04 5.57 3.03  0.073
H -3.43 6.22 2.70  0.080
H -4.39 6.83 4.06  0.086
H -1.41 2.96 6.19  0.078
H -1.96 1.28 6.23  0.081
H -3.13 2.56 6.39  0.077
H -0.32 2.33 3.91  0.092
H -1.40 1.55 2.74  0.035
H -1.00 0.71 4.22  0.068
H -5.88 3.10 2.10  0.082
H -6.28 1.59 2.95  0.079
H -4.79 1.71 2.03  0.048
H -6.25 4.16 4.45  0.079
H -5.23 3.56 5.77  0.070
H -6.44 2.51 5.06  0.090
O -4.19 -1.50 -4.87  -0.299
P -4.61 -2.93 -5.11  0.698
N -4.64 -3.01 -6.83  -0.341
C -5.61 -2.22 -7.59  -0.111
C -3.31 -2.88 -7.39  -0.136
N -6.15 -2.90 -4.36  -0.306
C -7.41 -3.18 -5.03  -0.131
C -6.34 -1.88 -3.34  -0.135
N -4.53 -4.68 -4.92  -0.298
C -3.39 -5.11 -4.09  -0.147
C -4.70 -5.61 -6.03  -0.133
H -5.51 -2.45 -8.65  0.084
H -5.49 -1.14 -7.45  0.091
H -6.63 -2.50 -7.33  0.052
H -2.66 -3.68 -7.01  0.069
H -2.84 -1.92 -7.14  0.078
H -3.34 -2.98 -8.48  0.085
H -7.76 -2.33 -5.61  0.079
H -8.17 -3.42 -4.29  0.083
H -7.34 -4.06 -5.68  0.075
H -6.59 -0.90 -3.77  0.094
H -5.44 -1.76 -2.75  0.025
H -7.15 -2.17 -2.67  0.080
H -2.43 -5.01 -4.62  0.074
H -3.51 -6.15 -3.79  0.080
H -3.35 -4.51 -3.18  0.065
H -3.84 -5.67 -6.70  0.077
H -5.58 -5.38 -6.62  0.071
H -4.86 -6.61 -5.60  0.089
O 7.44 1.18 0.29  -0.309
P 8.31 2.32 0.74  0.704
N 9.40 1.53 1.82  -0.340
C 8.92 0.94 3.05  -0.116
C 10.28 0.62 1.10  -0.132
N 7.12 3.28 1.51  -0.313
C 7.14 3.65 2.91  -0.137
C 5.75 3.09 1.06  -0.152
N 9.35 3.72 0.53  -0.299
C 9.64 4.02 -0.88  -0.135
C 10.55 3.96 1.33  -0.133
H 9.77 0.54 3.61  0.084
H 8.20 0.12 2.89  0.087
H 8.47 1.69 3.70  0.050
H 10.86 1.16 0.35  0.072
H 9.73 -0.18 0.59  0.077
H 11.00 0.16 1.79  0.085
H 6.78 2.84 3.56  0.075
H 6.48 4.51 3.07  0.082
H 8.13 3.97 3.24  0.075
H 5.27 2.21 1.53  0.074
H 5.71 2.95 -0.02  0.066
H 5.15 3.97 1.30  0.080
H 10.34 3.30 -1.32  0.077
H 10.06 5.02 -0.99  0.080
H 8.71 3.99 -1.46  0.078
H 11.39 3.32 1.05  0.078
H 10.36 3.83 2.39  0.069
H 10.84 5.00 1.18  0.090

Record 2
Formula: C30H78N2O16
Source: OMol25
Level of theory: ωB97M-V/def2-TZVPD

Its total charge is 0. As for the SMILES: CC1(C)CCCC(C)(C)N1O.CC1(C)CCCC(C)(C)N1O.OCCO.OCCO.OCCO.OCCO.OCCO.OCCO.O.O.

Last column: Löwdin charge in e.
Element x y z (Å)
C 0.87 13.95 5.15  -0.013
C 1.39 14.09 6.69  -0.475
C 2.87 13.72 6.70  -0.055
C 1.30 15.58 7.08  -0.138
C 1.48 15.82 8.61  -0.157
C 0.49 14.92 9.43  -0.106
C 0.73 13.44 9.06  -0.473
C 2.01 12.83 9.73  -0.019
C -0.52 12.66 9.50  -0.059
N 0.65 13.22 7.60  -0.145
O 0.71 11.91 7.17  -0.010
H 1.07 12.95 4.77  0.065
H -0.22 14.02 5.18  0.074
H 1.29 14.65 4.43  0.079
H 3.42 13.83 7.64  0.060
H 3.07 12.71 6.37  0.085
H 3.40 14.38 6.02  0.082
H 2.12 16.14 6.62  0.111
H 0.34 16.01 6.79  0.113
H 2.55 15.66 8.77  0.098
H 1.31 16.88 8.84  0.101
H -0.54 15.27 9.42  0.115
H 0.79 15.09 10.47  0.110
H 2.96 13.26 9.43  0.059
H 1.99 11.74 9.63  0.081
H 1.98 12.86 10.82  0.077
H -1.41 13.05 9.02  0.082
H -0.77 12.66 10.56  0.084
H -0.53 11.63 9.15  0.074
H 0.04 11.90 6.49  0.103
C 7.86 17.53 15.63  -0.042
C 7.92 16.50 14.51  -0.499
C 7.18 15.18 14.95  -0.018
C 7.19 17.08 13.30  -0.162
C 7.87 18.29 12.68  -0.178
C 9.28 17.83 12.18  -0.135
C 10.16 17.19 13.31  -0.447
C 11.29 16.50 12.59  -0.057
C 10.62 18.38 14.28  -0.014
N 9.29 16.18 14.06  -0.140
O 10.04 15.37 14.88  0.004
H 8.27 18.53 15.50  0.070
H 6.80 17.66 15.84  0.086
H 8.25 17.19 16.59  0.083
H 6.11 15.40 15.01  0.077
H 7.31 14.33 14.29  0.087
H 7.48 14.93 15.97  0.074
H 6.98 16.45 12.44  0.125
H 6.21 17.46 13.58  0.117
H 7.40 18.42 11.71  0.100
H 7.68 19.26 13.14  0.108
H 9.88 18.60 11.70  0.116
H 9.19 17.09 11.39  0.111
H 10.93 15.74 11.89  0.089
H 12.07 16.05 13.21  0.079
H 11.94 17.20 12.06  0.083
H 9.88 19.18 14.23  0.060
H 11.53 18.87 13.93  0.073
H 10.82 18.05 15.30  0.070
H 10.20 16.00 15.59  0.080
O -3.40 4.23 16.32  -0.051
C -4.56 3.51 15.95  -0.256
C -5.82 4.08 16.63  -0.269
O -5.75 3.59 17.90  -0.054
H -2.57 3.76 16.23  0.091
H -4.70 3.52 14.87  0.113
H -4.47 2.47 16.25  0.115
H -6.74 3.68 16.22  0.116
H -5.81 5.17 16.53  0.121
H -5.07 2.92 17.87  0.074
O 3.60 7.13 16.24  -0.070
C 2.57 8.10 16.15  -0.236
C 2.84 9.39 17.03  -0.212
O 2.79 9.03 18.41  -0.081
H 3.64 7.03 17.20  0.069
H 2.44 8.41 15.12  0.112
H 1.66 7.59 16.50  0.113
H 2.22 10.26 16.79  0.114
H 3.88 9.65 16.85  0.113
H 3.70 8.85 18.65  0.078
O 2.41 11.60 23.08  -0.062
C 2.32 13.01 23.20  -0.228
C 3.18 13.76 22.14  -0.258
O 4.53 13.44 22.19  -0.066
H 2.33 11.43 22.14  0.080
H 1.28 13.33 23.25  0.108
H 2.60 13.30 24.21  0.115
H 3.12 14.84 22.06  0.121
H 2.99 13.42 21.12  0.110
H 4.57 12.48 22.15  0.082
O -3.27 5.26 8.28  -0.083
C -2.53 5.36 9.58  -0.195
C -1.03 5.46 9.50  -0.299
O -0.43 4.37 8.92  -0.048
H -4.18 4.99 8.45  0.067
H -2.88 6.28 10.05  0.109
H -2.83 4.56 10.25  0.112
H -0.59 5.74 10.46  0.125
H -0.82 6.21 8.73  0.120
H 0.52 4.43 9.04  0.092
O 5.66 4.96 20.59  -0.066
C 5.76 5.49 21.91  -0.234
C 6.79 6.64 21.97  -0.258
O 6.66 7.72 21.05  -0.057
H 6.36 4.31 20.62  0.078
H 4.77 5.85 22.17  0.120
H 6.10 4.75 22.63  0.117
H 7.84 6.38 22.01  0.116
H 6.69 7.04 22.98  0.109
H 7.52 7.60 20.65  0.076
O -3.69 10.45 17.14  -0.069
C -3.70 11.26 18.30  -0.248
C -3.32 12.65 17.77  -0.226
O -4.41 13.01 16.92  -0.089
H -3.86 9.56 17.46  0.091
H -4.65 11.20 18.83  0.123
H -2.89 11.02 18.98  0.111
H -2.38 12.66 17.21  0.119
H -3.46 13.43 18.52  0.121
H -4.64 12.23 16.41  0.066
O 8.05 4.10 16.19  -0.053
H 7.74 3.45 15.56  0.029
H 7.29 4.27 16.75  0.024
O 1.40 2.49 15.74  -0.055
H 1.79 1.63 15.89  0.027
H 2.15 3.06 15.58  0.027

Record 3
Formula: C30H78O36P6
Source: OMol25
Level of theory: ωB97M-V/def2-TZVPD

Its total charge is 0. As for the SMILES: COP(=O)(OC)OC.COP(=O)(OC)OC.COP(=O)(OC)OC.COP(=O)(OC)OC.COP(=O)(OC)OC.COP(=O)(OC)OC.COC(=O)OC.COC(=O)OC.COC(=O)OC.COC(=O)OC. The relative energy (zero: lowest compared OMol25 entry of this formula, charge and spin) is 0.0 kcal per mole.

Last column: Löwdin charge in e.
Element x y z (Å)
C -4.11 0.52 0.44  -0.080
O -4.20 -0.04 -0.86  -0.220
P -4.73 0.77 -2.13  0.338
O -4.41 0.12 -3.40  -0.222
O -6.20 1.17 -1.80  -0.201
C -7.29 0.26 -1.80  -0.074
O -4.03 2.19 -1.94  -0.209
C -2.88 2.54 -2.75  -0.063
H -3.76 -0.31 1.05  0.091
H -5.05 0.94 0.81  0.099
H -3.43 1.38 0.49  0.074
H -7.69 0.16 -2.81  0.094
H -8.09 0.66 -1.17  0.090
H -6.97 -0.72 -1.43  0.087
H -3.13 3.48 -3.25  0.095
H -2.66 1.77 -3.49  0.074
H -2.04 2.70 -2.08  0.048
C 1.13 -1.63 3.36  -0.088
O 2.55 -1.59 3.52  -0.176
P 3.18 -0.84 4.76  0.332
O 4.58 -1.15 4.98  -0.211
O 2.22 -1.19 5.97  -0.220
C 2.74 -1.74 7.17  -0.099
O 2.91 0.70 4.55  -0.183
C 1.63 1.33 4.50  -0.107
H 0.92 -2.33 2.55  0.080
H 0.77 -0.67 2.98  0.064
H 0.57 -1.85 4.27  0.091
H 3.82 -1.83 7.19  0.081
H 2.27 -2.72 7.34  0.089
H 2.36 -1.22 8.05  0.085
H 1.47 1.75 3.51  0.063
H 1.67 2.15 5.23  0.105
H 0.77 0.72 4.76  0.071
C 2.45 6.87 0.11  -0.088
O 2.06 5.89 1.07  -0.232
P 0.58 5.88 1.66  0.356
O 0.30 6.81 2.74  -0.205
O 0.49 4.33 2.04  -0.257
C 0.66 3.95 3.41  -0.068
O -0.36 6.05 0.41  -0.182
C -0.22 5.13 -0.69  -0.088
H 3.44 7.24 0.37  0.095
H 1.77 7.73 0.12  0.095
H 2.39 6.50 -0.91  0.075
H 0.60 4.79 4.10  0.095
H 1.60 3.40 3.51  0.063
H -0.16 3.26 3.65  0.085
H 0.42 4.28 -0.48  0.043
H 0.19 5.67 -1.54  0.093
H -1.20 4.80 -1.03  0.091
C -2.60 -4.38 -4.86  -0.089
O -1.73 -4.60 -3.74  -0.221
P -2.42 -5.16 -2.43  0.332
O -3.29 -6.32 -2.62  -0.207
O -1.19 -5.28 -1.49  -0.196
C -0.65 -6.46 -0.91  -0.063
O -3.08 -3.87 -1.78  -0.220
C -4.45 -3.54 -1.98  -0.093
H -2.64 -3.30 -5.03  0.091
H -3.64 -4.69 -4.77  0.084
H -2.16 -4.87 -5.73  0.090
H 0.22 -6.75 -1.51  0.071
H -1.33 -7.29 -0.79  0.100
H -0.23 -6.20 0.06  0.081
H -4.92 -3.50 -0.99  0.082
H -5.00 -4.29 -2.56  0.087
H -4.53 -2.58 -2.48  0.074
C 2.47 0.00 -2.18  -0.051
O 1.59 0.46 -3.22  -0.219
P 1.20 1.95 -3.55  0.363
O 0.53 2.64 -2.44  -0.207
O 2.49 2.68 -4.11  -0.197
C 2.42 4.11 -3.93  -0.086
O 0.33 1.70 -4.85  -0.205
C 0.90 0.88 -5.88  -0.091
H 2.13 -0.94 -1.74  0.078
H 2.51 0.73 -1.38  0.078
H 3.44 -0.06 -2.66  0.088
H 3.32 4.60 -4.29  0.075
H 2.40 4.28 -2.86  0.065
H 1.55 4.46 -4.47  0.098
H 0.58 1.23 -6.86  0.091
H 0.66 -0.17 -5.70  0.086
H 1.99 0.87 -5.84  0.086
C 5.48 5.26 -2.87  -0.085
O 5.27 3.85 -2.86  -0.194
P 5.10 3.05 -1.53  0.328
O 4.90 1.63 -1.71  -0.188
O 6.38 3.46 -0.69  -0.198
C 6.60 2.95 0.62  -0.096
O 3.89 3.80 -0.83  -0.202
C 3.34 3.31 0.37  -0.106
H 5.60 5.58 -3.89  0.094
H 6.37 5.52 -2.28  0.091
H 4.67 5.79 -2.36  0.081
H 6.60 1.86 0.64  0.098
H 5.89 3.23 1.40  0.081
H 7.57 3.33 0.93  0.092
H 3.56 3.98 1.21  0.087
H 3.73 2.36 0.74  0.099
H 2.25 3.25 0.31  0.063
C -1.94 -3.76 1.38  -0.064
O -3.01 -4.66 1.29  -0.029
C -2.72 -5.94 1.63  -0.603
O -1.68 -6.31 2.07  0.149
O -3.72 -6.73 1.21  0.009
C -5.00 -6.19 0.88  -0.030
H -1.04 -4.18 0.93  0.088
H -1.59 -3.42 2.37  0.096
H -2.21 -2.82 0.91  0.074
H -5.01 -5.64 -0.06  0.072
H -5.32 -5.53 1.67  0.100
H -5.64 -7.05 0.72  0.099
C -0.70 2.18 0.77  -0.020
O -0.37 0.81 1.08  0.008
C -0.51 -0.19 0.24  -0.607
O -0.27 -1.33 0.51  0.133
O -1.02 0.22 -0.92  -0.029
C -1.21 -0.73 -1.97  -0.004
H -1.05 2.61 1.70  0.081
H -1.35 2.27 -0.09  0.079
H 0.25 2.68 0.55  0.058
H -0.28 -1.20 -2.29  0.072
H -1.79 -0.31 -2.79  0.087
H -1.80 -1.55 -1.56  0.091
C -2.55 0.78 3.61  -0.050
O -1.69 1.18 4.65  -0.007
C -2.18 1.13 5.90  -0.603
O -3.30 0.83 6.20  0.146
O -1.21 1.52 6.72  0.003
C -1.56 1.64 8.09  -0.037
H -3.62 0.80 3.83  0.101
H -2.41 -0.26 3.31  0.101
H -2.35 1.37 2.72  0.059
H -2.46 2.20 8.33  0.100
H -0.74 2.10 8.63  0.094
H -1.61 0.62 8.48  0.102
C 3.98 -7.07 -2.51  -0.060
O 3.76 -5.68 -2.55  0.021
C 2.54 -5.34 -2.95  -0.597
O 1.60 -6.07 -3.10  0.121
O 2.53 -4.01 -3.12  0.017
C 1.27 -3.41 -3.41  -0.016
H 4.94 -7.32 -2.06  0.093
H 3.98 -7.51 -3.51  0.100
H 3.23 -7.62 -1.95  0.094
H 1.33 -2.48 -2.85  0.058
H 0.42 -3.95 -2.99  0.068
H 1.11 -3.28 -4.48  0.106

| no. | highest occupied orbital energy (eV) | Kohn-Sham gap (eV) |
| --- | --- | --- |
| 1 | -9.847 | 7.6 |
| 2 | -8.000 | 8.1 |
| 3 | -10.404 | 10.7 |